Arrangement one

Molecular formula: C3H6N2S2
Method: DFT, the ωB97M-V functional and the def2-TZVPD basis

XYZ file:
```
13
C3H6N2S2 the ωB97M-V functional and the def2-TZVPD basis
C -1.2970 -0.1102 -1.5399
N 0.2100 0.3375 -1.3108
N 0.7268 0.7639 0.0464
C 0.5484 -0.3174 0.9210
S 0.3909 -1.8228 0.2553
C 0.7122 0.0508 2.3245
S 1.3661 1.5069 2.7109
H -1.4512 -0.9009 -0.7604
H -1.3846 -0.3437 -2.6586
H -2.1719 0.6835 -1.5140
H 0.7072 -0.4664 -1.5628
H 1.0894 1.6039 0.2498
H 0.5537 -0.9852 2.8387
```

Computed properties:
Orbital gap: 6.89 eV
Charge: 0
LUMO level: -1.99 eV



Arrangement two

Molecular formula: C3H6N2S2
Method: DFT, the ωB97M-V functional and the def2-TZVPD basis

XYZ file:
```
13
C3H6N2S2 the ωB97M-V functional and the def2-TZVPD basis
C 0.4060 -1.3811 0.5653
C -0.3543 -0.0297 0.2476
C -1.2446 -0.1361 -0.9619
N 1.6741 -1.6079 0.2801
N 0.7470 2.5153 0.5809
S 0.9424 1.2337 -0.3248
S 2.6000 -0.4831 -0.2756
H -0.1402 -2.0723 1.1307
H -0.9338 0.1279 1.2361
H -1.1106 0.8007 -1.6263
H -2.2578 -0.4035 -0.7219
H -0.8686 -0.9082 -1.6929
H 0.5404 2.3443 1.5628
```

Computed properties:
Orbital gap: 8.19 eV
Charge: 0
LUMO level: -0.20 eV



Energy above the most stable structure, in kJ/mol: arrangement one 75.3; arrangement two 0.0



Arrangement one

Molecular formula: C3H6N2S2
Method: DFT, the ωB97M-V functional and the def2-TZVPD basis

XYZ file:
```
13
C3H6N2S2 the ωB97M-V functional and the def2-TZVPD basis
H -1.1552 1.3897 1.6762
N -1.7105 0.5404 1.6557
C -1.3262 -0.2817 0.7376
N -1.9489 -1.4965 0.5930
C -0.2334 -0.0715 -0.2226
S -0.2854 -0.7241 -1.7255
S 1.0603 0.8665 0.4876
C 2.3283 0.8769 -0.8713
H -2.7789 -1.6445 1.1743
H -1.6804 -2.0535 -0.1827
H 2.6608 -0.1856 -1.0214
H 1.8972 1.2807 -1.8461
H 3.1722 1.5033 -0.4548
```

Computed properties:
Orbital gap: 8.15 eV
Charge: 0
LUMO level: -0.82 eV



Arrangement two

Molecular formula: C3H6N2S2
Method: DFT, the ωB97M-V functional and the def2-TZVPD basis

XYZ file:
```
13
C3H6N2S2 the ωB97M-V functional and the def2-TZVPD basis
C -1.6176 1.0702 0.0874
C -1.6046 -0.4930 -0.3578
C 1.0309 -0.0668 -0.9011
H -0.7521 0.9569 0.7985
H -1.3690 1.7375 -0.7911
H -2.6690 1.3676 0.5294
H 0.6348 0.9249 -1.1679
H 3.0552 -0.3903 1.4976
H 1.8122 -1.5067 0.7578
N 2.1562 -0.1325 -0.3215
N 2.7247 -1.1478 0.4860
S -3.2507 -1.0702 0.0123
S -0.1510 -1.2499 -0.6295
```

Computed properties:
Orbital gap: 7.55 eV
Charge: 0
LUMO level: -0.97 eV



Arrangement three

Molecular formula: C3H6N2S2
Method: DFT, the ωB97M-V functional and the def2-TZVPD basis

XYZ file:
```
13
C3H6N2S2 the ωB97M-V functional and the def2-TZVPD basis
C 2.5241 0.1285 -0.1589
C 1.3449 0.7738 0.0972
C 0.0160 0.4114 -0.5303
S -0.4126 -1.4273 -0.2938
N -1.8376 -1.1283 0.8359
N -2.5998 -0.1941 0.1411
S -1.9774 1.2946 -0.1408
H 2.5801 -0.7056 -0.9500
H 3.4960 0.3144 0.3695
H 1.2619 1.3581 0.9162
H 0.1779 0.6595 -1.5044
H -1.3872 -0.6612 1.6323
H -3.1863 -0.8238 -0.4140
```

Computed properties:
Orbital gap: 8.69 eV
Charge: 0
LUMO level: 0.20 eV



Energy above the most stable structure, in kJ/mol: arrangement one 0.0; arrangement two 450.6; arrangement three 379.0



Arrangement one

Molecular formula: C5H11NO
Method: DFT, the ωB97M-V functional and the def2-TZVPD basis

XYZ file:
```
18
C5H11NO the ωB97M-V functional and the def2-TZVPD basis
C 1.2084 -1.2136 -1.3952
N 0.4505 -0.5332 -0.4114
C -0.9881 -0.7511 -0.4560
C -1.8724 0.5056 -0.2968
C 1.1478 0.5183 0.3021
C 0.6875 0.6488 1.7501
O 2.3143 -0.7618 -1.8292
H 0.7007 -2.0714 -1.8389
H -1.3350 -1.5754 0.1869
H -1.0706 -1.1978 -1.4586
H -1.1987 1.3601 -0.3928
H -2.2850 0.5042 0.7051
H -2.5749 0.6050 -1.1163
H 2.2131 0.3264 0.1623
H 1.0647 1.4726 -0.2543
H 0.8708 -0.2052 2.3987
H 1.0525 1.5711 2.2204
H -0.3856 0.7975 1.7241
```

Computed properties:
Orbital gap (alpha / beta): 2.52 / 7.63 eV
Charge: -1
Multiplicity: 2
LUMO level (alpha / beta): 4.05 / 3.93 eV



Arrangement two

Molecular formula: C5H11NO
Method: DFT, the ωB97M-V functional and the def2-TZVPD basis

XYZ file:
```
18
C5H11NO the ωB97M-V functional and the def2-TZVPD basis
O -1.5519 1.2492 -2.1815
C -0.9391 1.6718 -1.2476
C -0.8277 0.7639 -0.0498
C 0.1009 -0.4064 -0.7050
C 0.8360 -1.2464 0.3638
C 1.9381 -0.5081 1.1432
N -2.1512 0.2876 0.4400
H -0.4729 2.6708 -1.2663
H -0.2678 1.2466 0.8219
H 0.9673 0.1256 -1.2972
H -0.5387 -0.8258 -1.4397
H 0.0703 -1.5726 1.1263
H 1.1077 -2.2371 -0.2267
H 2.9187 -0.8368 0.8721
H 1.9661 0.5695 1.0144
H 1.7701 -0.6558 2.2426
H -2.8551 0.3556 -0.4270
H -2.0709 -0.6516 0.8165
```

Computed properties:
Orbital gap (alpha / beta): 2.98 / 7.29 eV
Charge: -1
Multiplicity: 2
LUMO level (alpha / beta): 3.97 / 3.88 eV



Energy above the most stable structure, in kJ/mol: arrangement one 0.0; arrangement two 33.9



Arrangement one

Molecular formula: C5H12N2O
Method: DFT, the ωB97M-V functional and the def2-TZVPD basis

XYZ file:
```
20
C5H12N2O the ωB97M-V functional and the def2-TZVPD basis
O -0.9535 0.9640 2.9334
C -0.8466 0.7428 1.7428
C 0.5147 0.4451 1.0665
C 0.6469 0.3235 -0.4614
C -0.0482 -0.8683 -1.0077
C -0.1307 -0.9708 -2.3277
N -0.8393 -2.1082 -2.9616
N 1.4245 1.4956 1.4358
H -1.8196 1.0658 1.1591
H 0.8345 -0.5782 1.5453
H 1.6827 0.3026 -0.8109
H 0.3695 1.3130 -0.9474
H -0.3924 -1.6113 -0.3463
H 0.1558 -0.1765 -3.0309
H -1.6959 -2.2518 -2.4750
H -0.1824 -2.9800 -2.9359
H -1.1766 -1.9735 -3.8939
H 1.8619 1.2847 2.5394
H 2.2754 1.6490 0.9146
H 0.8019 2.4990 1.4202
```

Computed properties:
Orbital gap (alpha / beta): 3.99 / 8.76 eV
Charge: +1
Multiplicity: 2
LUMO level (alpha / beta): -3.42 / -3.37 eV



Arrangement two

Molecular formula: C5H12N2O
Method: DFT, the ωB97M-V functional and the def2-TZVPD basis

XYZ file:
```
20
C5H12N2O the ωB97M-V functional and the def2-TZVPD basis
C 1.2665 2.2526 -0.7764
N -0.7142 2.2619 1.4010
C 0.0606 1.1551 1.0500
N 1.0363 1.1750 0.2238
H 1.9948 1.9513 -1.5886
H 1.6493 3.1984 -0.2962
H 0.3072 2.5227 -1.2539
H -0.7091 3.0114 0.6726
H -1.5948 2.1232 1.8784
H -0.2771 0.2151 1.5692
C -1.6025 -1.2615 -0.0339
C -0.4092 -1.9017 0.0436
O 0.1478 -2.1284 1.3217
C 0.3242 -2.5299 -1.1307
H -2.1342 -1.2393 -0.9829
H -2.0438 -0.8075 0.8794
H 1.0943 -1.9282 1.3458
H -0.3409 -2.7274 -1.9482
H 1.1046 -1.8324 -1.5139
H 0.8403 -3.5104 -0.8608
```

Computed properties:
Orbital gap (alpha / beta): 11.01 / 4.51 eV
Charge: +1
Multiplicity: 2
LUMO level (alpha / beta): -3.00 / -8.34 eV



Energy above the most stable structure, in kJ/mol: arrangement one 213.2; arrangement two 0.0